Entry from the OMol25 dataset: a 2-piece molecular cluster, C5H13N2 overall at a distorted geometry (the ωB97M-V functional and the def2-TZVPD basis).

Geometry as XYZ:
```
20
Properties=species:S:1:pos:R:3:forces:R:3:lowdin_charge:R:1
C 0.199 -1.506 -0.667 -1.006 1.815 1.561 -0.0936
C -2.284 -0.141 -0.120 0.882 2.049 -0.300 0.0832
C -1.284 1.745 -1.559 -0.303 -4.039 -0.856 0.0071
C 1.703 0.569 2.417 -1.613 -0.211 3.475 -0.0412
C -1.207 0.444 -0.678 -3.398 1.158 0.343 -0.3695
N 1.394 -2.010 -0.718 0.933 -3.653 -0.246 0.1837
N 0.021 -0.173 -0.592 0.491 -3.062 -0.656 0.0900
H -0.704 -2.179 -0.454 1.445 1.028 -1.003 0.1925
H 2.611 0.170 2.151 2.171 -1.612 -0.300 -0.0243
H -2.125 -0.997 0.517 -0.666 -0.034 0.162 0.0614
H -3.193 0.490 -0.169 0.292 -1.223 0.124 0.0994
H -0.417 1.563 -2.212 -0.025 1.351 0.117 0.0777
H -1.401 2.658 -1.011 0.217 0.448 0.002 0.0791
H -2.138 1.472 -2.250 0.657 1.044 0.871 0.1095
H 1.576 1.302 1.706 -0.788 2.173 -1.259 -0.0292
H 0.862 -0.150 2.369 0.605 0.278 0.136 0.0242
H 1.810 0.993 3.496 -0.376 -0.630 -2.079 0.0808
H 1.461 -3.065 -0.786 -0.165 1.831 0.194 0.1740
H 2.322 -1.591 -0.657 -0.700 0.578 -0.114 0.1521
H 0.792 0.405 -0.782 1.345 0.712 -0.172 0.1430
```
Positions in Å, forces in eV/Å.

Computed properties:
Charge   +1
HOMO-LUMO gap   9.153 eV
Energy above the lowest of the compared OMol25 structures with the same formula, charge and spin   62.7 kcal per mole


Entry from the OMol25 dataset: C29H34BN11OS5Ti as an isolated structure at a distorted geometry (the ωB97M-V functional and the def2-TZVPD basis).

Geometry as XYZ:
```
82
Properties=species:S:1:pos:R:3:forces:R:3:lowdin_charge:R:1
Ti -0.451 1.005 -0.556 -0.207 0.206 -0.044 0.5767
C 0.651 4.999 1.095 0.863 1.331 -0.699 -0.0706
C 0.929 3.797 0.481 -1.080 -1.489 -0.778 -0.1168
N -0.185 3.057 0.484 -0.120 -0.760 -0.441 -0.0285
N -1.169 3.780 1.073 -0.372 -2.269 0.143 0.0251
C -0.669 4.952 1.446 -1.299 0.243 0.747 -0.0969
B -2.516 2.907 1.317 0.841 0.333 0.585 -0.5507
N -3.158 2.681 -0.064 -0.999 0.223 0.374 -0.0039
C -4.206 3.371 -0.580 0.556 0.467 -0.280 -0.0680
C -4.262 3.114 -1.947 -0.806 0.159 0.759 -0.0613
C -3.266 2.177 -2.138 1.303 -2.066 -1.103 -0.2078
N -2.593 1.878 -0.996 -0.651 1.157 -1.076 -0.0177
N -2.197 1.492 1.934 -0.460 -0.557 1.547 0.0364
C -2.700 0.962 3.084 -0.282 0.297 0.301 -0.0626
C -2.481 -0.409 3.143 -0.438 2.149 0.331 -0.0327
C -1.847 -0.635 1.960 0.598 0.417 -0.362 -0.1909
N -1.617 0.480 1.289 0.126 -0.313 -1.860 -0.0408
N -3.466 3.604 2.334 0.912 0.576 -0.456 -0.0257
C -4.764 3.338 2.603 -0.324 0.183 -0.019 -0.1282
C -5.172 4.211 3.595 1.526 0.516 -0.299 -0.0595
C -3.986 5.025 3.864 -2.250 -1.462 -0.852 -0.1448
N -2.997 4.638 3.104 -0.021 -0.533 -0.441 0.0591
H 1.240 5.885 0.972 0.332 0.205 0.620 0.0879
H 1.746 3.334 -0.072 0.219 0.585 0.484 0.1122
H -1.366 5.546 2.012 0.521 0.606 -0.126 0.0926
H -4.785 4.059 0.031 0.257 -0.225 -0.169 0.1168
H -4.995 3.496 -2.659 0.441 -0.209 0.305 0.0990
H -3.010 1.619 -3.095 -0.271 0.845 1.547 0.0845
H -3.211 1.561 3.793 -0.220 0.518 0.391 0.1027
H -2.642 -1.038 3.980 -0.349 -0.502 0.282 0.0893
H -1.505 -1.548 1.610 0.751 -1.394 -0.755 0.0266
H -5.300 2.585 1.996 0.371 0.500 0.726 0.1378
H -6.144 4.302 4.019 -0.404 0.024 0.217 0.0679
H -3.948 5.910 4.462 0.318 0.115 0.413 0.0874
S 0.471 4.531 -4.145 0.158 0.200 -0.274 0.0215
S -0.379 3.092 -3.173 -0.160 0.782 1.025 -0.1453
S -0.427 1.460 -4.312 -0.077 -1.241 -0.648 -0.0139
S -0.654 -0.106 -2.938 0.013 0.298 -0.186 -0.0024
C 2.589 -2.490 -4.734 0.792 0.693 -0.972 -0.1140
C 3.526 -2.991 -3.639 -0.208 -0.345 0.713 -0.2251
C 3.364 -2.102 -2.369 -0.247 -1.731 0.291 -0.1559
N 1.993 -2.190 -1.859 0.117 -0.319 0.894 0.0444
C 1.460 -2.580 -0.706 0.723 0.681 1.037 -0.7278
S -0.214 -2.507 -0.445 0.620 0.101 -0.321 0.7052
N 2.399 -2.879 0.328 -1.297 -0.499 -1.266 0.1356
C 2.206 -3.812 1.319 -0.491 0.283 -1.364 -0.4428
O 2.945 -3.829 2.269 0.217 -0.203 0.854 0.0881
C 1.125 -4.844 1.093 0.388 -0.282 0.284 -0.1725
C 0.781 -5.446 -0.126 0.616 1.115 -0.911 -0.0835
C -0.126 -6.470 -0.132 -0.371 -0.482 -0.732 -0.1051
C -0.597 -7.028 1.030 0.455 -0.178 0.667 -0.0946
C -0.224 -6.460 2.235 -0.783 -0.276 1.465 -0.0872
C 0.550 -5.324 2.266 0.390 0.410 -0.420 -0.0366
H 2.727 -3.044 -5.679 -0.055 0.170 0.355 0.0714
H 2.821 -1.421 -4.946 -0.007 -0.610 0.032 0.0850
H 1.532 -2.479 -4.513 -0.277 -0.372 0.405 0.0562
H 4.569 -2.885 -3.919 0.207 0.231 -0.418 0.0931
H 3.439 -4.109 -3.479 -0.344 1.246 0.303 0.1181
H 3.533 -1.078 -2.593 0.149 0.913 -0.508 0.0785
H 4.114 -2.325 -1.602 -0.401 -0.296 0.006 0.1211
H 1.285 -1.709 -2.368 -0.509 0.562 -1.040 0.0062
H 3.131 -2.204 0.477 0.308 0.342 0.019 0.1217
H 1.113 -5.093 -1.142 -0.025 -0.204 1.438 0.1220
H -0.500 -6.852 -1.074 0.239 -0.097 -0.087 0.1058
H -1.140 -7.949 0.983 -0.530 -0.203 0.112 0.0942
H -0.548 -6.846 3.226 -0.009 0.051 -0.977 0.1128
H 0.726 -4.761 3.177 0.197 -0.371 0.041 0.1216
C 1.396 -0.246 2.017 0.472 0.875 1.977 -0.0656
C 2.256 0.282 0.921 -0.096 -0.520 -0.447 -0.4177
C 3.633 0.283 0.822 -0.009 -0.091 0.694 -0.0891
C 3.869 0.780 -0.501 1.710 -0.038 0.345 -0.1287
C 2.676 1.010 -1.122 0.344 0.660 -0.545 -0.4084
C 2.593 1.394 -2.602 0.200 -0.862 -0.293 -0.0844
N 1.668 0.739 -0.240 -0.621 -0.632 0.025 -0.0522
H 1.886 -0.917 2.799 -0.316 0.556 -1.430 0.1015
H 0.494 -0.680 1.626 0.038 -0.448 0.009 -0.0102
H 1.082 0.628 2.629 -0.195 -0.369 -0.177 0.0832
H 4.274 -0.016 1.705 -0.479 0.469 -1.544 0.1110
H 4.818 1.012 -0.971 0.090 -0.198 0.101 0.0851
H 3.610 1.441 -3.040 -0.274 0.125 0.543 0.0814
H 2.082 2.295 -2.949 0.044 0.103 0.665 -0.0068
H 2.116 0.587 -3.184 -0.090 0.125 0.249 0.0109
```
Positions in Å, forces in eV/Å.

Computed properties:
2S+1   4
Charge   -1
HOMO-LUMO gap (spin up / spin down)   6.074 / 5.638 eV


Entry from the OMol25 dataset: a 6-piece molecular cluster, C51H82BN8O overall at a distorted geometry (the ωB97M-V functional and the def2-TZVPD basis).

Geometry as XYZ:
```
143
Properties=species:S:1:pos:R:3:forces:R:3:lowdin_charge:R:1
B 1.812 1.978 -0.585 -0.136 0.466 -0.142 -0.4092
H 0.904 1.759 -0.046 -3.869 -0.703 1.741 -0.0709
H 2.196 2.929 -0.249 1.328 3.699 1.064 -0.0243
H 2.486 1.204 -0.252 2.810 -3.325 1.140 -0.0718
H 1.726 1.894 -1.657 -0.468 -0.190 -4.041 -0.0530
C -0.878 5.646 2.072 1.839 -0.971 0.021 -0.0679
C -0.931 4.085 2.138 -2.174 1.143 0.211 -0.2190
C -2.414 3.612 2.363 0.500 -1.592 -0.361 -0.1883
C -3.121 3.701 3.739 0.295 0.863 0.200 -0.1237
N -4.631 3.633 3.761 -0.463 -1.484 0.636 -0.1833
C -5.118 3.528 5.269 0.333 -0.291 -1.081 -0.0319
C -6.396 2.666 5.193 0.127 3.531 1.716 -0.1571
C -6.332 1.809 4.033 -0.256 -1.013 -1.682 -0.1687
C -5.133 2.249 3.243 1.853 0.148 -0.408 -0.0989
C -5.363 4.807 3.028 1.157 -0.059 1.724 -0.0575
C -4.686 6.163 3.284 0.181 1.207 -1.121 -0.2157
C -5.486 7.353 2.678 -0.708 -0.401 -0.015 -0.0690
H -1.047 6.208 2.991 -0.592 -0.326 -0.014 0.0859
H -1.449 6.007 1.217 -0.332 0.018 0.302 0.0808
H 0.157 5.900 1.841 0.128 0.190 -0.152 0.0711
H -0.295 3.507 2.807 0.228 0.796 0.566 0.0894
H -0.645 3.696 1.161 -0.032 0.045 -0.245 0.0658
H -2.286 2.539 2.217 -0.287 -0.636 0.008 0.0714
H -3.020 3.840 1.486 -0.315 0.870 0.250 0.1011
H -2.881 4.581 4.336 0.140 0.316 -0.445 0.1339
H -2.739 2.889 4.358 -0.302 -0.206 -0.058 0.1250
H -5.397 4.536 5.578 0.669 -0.115 0.336 0.1360
H -4.305 3.064 5.827 0.011 0.361 0.050 0.1331
H -7.067 3.511 5.038 -1.175 -0.797 0.419 0.1225
H -6.573 2.124 6.122 -0.214 0.483 0.000 0.1460
H -7.159 1.917 3.330 -0.520 -0.435 0.644 0.1377
H -6.264 0.822 4.492 0.145 -0.466 -1.181 0.1358
H -5.252 2.290 2.161 -0.276 0.249 0.065 0.1215
H -4.311 1.552 3.407 0.265 0.146 0.142 0.1186
H -6.297 4.828 3.589 -0.489 -0.109 -0.949 0.1334
H -5.382 4.486 1.986 -0.484 0.431 0.092 0.1310
H -3.726 6.243 2.774 0.297 -0.465 0.204 0.0872
H -4.533 6.407 4.336 -0.022 -0.468 0.145 0.1212
H -5.650 7.224 1.608 -0.232 -0.275 -0.008 0.0797
H -5.043 8.347 2.735 0.587 -0.330 0.470 0.0910
H -6.444 7.453 3.189 -0.167 -0.075 -0.207 0.0866
C 4.798 4.328 1.892 -1.055 -0.198 0.365 -0.0253
C 5.117 3.419 0.741 1.578 0.205 -0.707 -0.2748
C 6.653 3.273 0.522 -0.568 -0.067 -1.170 -0.1584
O 6.834 2.511 -0.627 -0.353 -2.993 1.116 -0.2222
C 7.017 3.122 -1.855 -0.252 -0.154 -0.385 -0.0772
N 4.530 2.013 1.015 1.236 0.707 0.635 0.2222
H 4.483 2.011 2.024 -0.178 -0.550 0.435 0.1414
H 3.650 1.760 0.590 -1.351 0.830 -0.389 0.0389
H 5.094 1.235 0.703 1.228 0.061 -0.110 0.1551
H 3.721 4.490 1.913 -0.093 0.345 0.077 0.0834
H 5.307 5.292 1.870 0.003 -0.149 -0.303 0.1170
H 5.042 3.865 2.848 0.314 -0.070 0.119 0.0974
H 4.698 3.734 -0.214 -0.175 0.083 0.183 0.1446
H 7.146 2.751 1.342 -0.002 0.161 0.209 0.1476
H 7.160 4.209 0.288 -0.381 0.596 0.902 0.1471
H 7.224 2.329 -2.575 0.754 0.081 0.149 0.1012
H 7.834 3.828 -1.704 -0.221 0.405 -0.974 0.1167
H 6.050 3.469 -2.220 0.051 1.153 -0.046 0.0781
C 2.896 2.041 -4.452 0.783 0.553 1.848 0.0226
N 2.893 0.594 -4.054 0.694 1.150 -0.853 -0.0661
C 2.328 -0.228 -5.008 0.830 -1.632 1.491 -0.0283
C 2.332 -1.578 -4.775 -0.133 -0.399 1.065 0.0250
C 2.881 -2.144 -3.542 -1.231 -0.872 -1.892 -0.1601
C 3.401 -1.247 -2.653 1.130 0.915 1.120 -0.0256
C 3.500 0.097 -2.901 -1.494 -0.281 -1.293 0.0114
C 2.714 -3.559 -3.233 -1.952 2.857 -1.372 -0.2019
C 3.643 -4.356 -2.610 0.780 -1.843 0.806 0.0053
C 3.430 -5.724 -2.435 1.443 2.464 -1.146 -0.0258
N 2.318 -6.260 -2.979 -1.649 -1.590 0.757 -0.1066
C 1.321 -5.469 -3.471 -0.912 2.219 0.458 -0.0309
C 1.425 -4.075 -3.603 1.398 -3.396 0.243 0.0078
C 1.944 -7.675 -2.670 1.193 -0.354 -0.775 0.0177
H 3.702 2.584 -3.958 0.651 -0.528 -0.176 0.0976
H 2.098 2.570 -3.932 -0.721 -0.294 -0.629 0.0678
H 3.000 2.242 -5.518 -0.372 -0.478 0.128 0.1184
H 1.951 0.157 -5.944 0.084 0.495 0.157 0.1474
H 1.870 -2.259 -5.474 0.183 0.135 -0.328 0.1225
H 3.695 -1.628 -1.687 0.452 0.167 0.126 0.1189
H 3.905 0.738 -2.132 -0.096 0.518 -0.558 0.1219
H 4.629 -3.955 -2.427 0.078 -0.052 0.316 0.1366
H 4.303 -6.315 -2.203 -0.373 -0.568 0.336 0.1482
H 0.366 -5.970 -3.526 0.016 -0.131 -0.631 0.1151
H 0.664 -3.453 -4.052 -0.130 -0.219 0.147 0.0966
H 1.637 -7.851 -1.639 -0.236 0.433 -0.007 0.0696
H 2.819 -8.304 -2.832 0.219 0.147 0.118 0.1130
H 1.241 -8.089 -3.393 -0.269 0.494 0.144 0.1086
C -3.747 -5.730 -3.869 0.036 -0.200 0.216 0.0589
N -3.185 -4.409 -3.482 0.367 0.254 0.510 -0.0511
C -2.740 -4.261 -2.193 0.076 0.861 -1.358 0.0154
C -2.198 -3.061 -1.833 -0.650 0.959 0.824 0.0089
C -2.093 -1.993 -2.715 0.598 1.172 -0.413 -0.1351
C -2.601 -2.140 -3.983 -0.724 -1.186 -1.503 0.0565
C -3.168 -3.351 -4.360 -0.279 -1.450 1.836 0.0775
C -1.612 -0.614 -2.331 -1.047 1.053 1.510 -0.0855
C -2.215 0.017 -1.200 0.339 1.041 -0.974 0.0558
C -2.073 1.402 -1.001 0.707 -1.205 -1.506 0.0258
N -1.360 2.128 -1.887 0.727 -0.649 0.087 -0.0534
C -0.667 1.553 -2.940 -1.507 1.027 2.727 0.0350
C -0.791 0.211 -3.131 -0.457 -0.811 -1.109 0.0407
C -1.222 3.569 -1.725 0.310 0.990 -0.125 0.0366
H -4.056 -6.220 -2.946 -0.470 0.134 -0.227 0.1097
H -2.976 -6.381 -4.281 0.112 0.338 -0.308 0.1168
H -4.557 -5.586 -4.583 0.017 -0.148 0.200 0.1247
H -2.827 -5.006 -1.416 -0.412 -0.546 -0.614 0.1451
H -2.170 -2.827 -0.779 0.815 -0.286 0.219 0.1231
H -2.726 -1.415 -4.774 0.437 0.680 0.369 0.1525
H -3.758 -3.524 -5.247 0.357 0.116 -0.387 0.1658
H -3.010 -0.336 -0.560 0.227 -1.055 -0.070 0.1314
H -2.621 1.848 -0.185 0.227 0.595 -0.151 0.1346
H -0.109 2.301 -3.483 0.092 -0.483 -0.486 0.1446
H -0.396 -0.106 -4.085 0.302 -0.651 0.129 0.1243
H -1.725 3.894 -0.814 -0.137 0.053 -0.373 0.0951
H -1.556 4.068 -2.634 -0.631 0.004 0.208 0.1301
H -0.177 3.873 -1.669 0.222 -0.497 0.368 0.1128
C 1.017 0.987 2.634 -0.996 -0.788 -0.431 0.0397
N 1.188 -0.494 2.327 1.421 -0.063 -0.951 -0.0493
C 1.309 -0.894 0.993 -1.522 -1.821 1.434 0.0346
C 1.311 -2.274 0.655 0.263 2.089 1.164 0.0568
C 1.301 -3.220 1.693 1.408 1.702 0.044 -0.1569
C 1.543 -2.762 3.002 -1.532 1.177 0.370 0.0920
C 1.422 -1.370 3.350 -0.556 -1.338 -2.497 0.0762
C 1.089 -4.645 1.397 1.452 0.242 0.147 -0.1862
C 2.158 -5.551 1.234 -1.346 0.071 0.660 0.0893
C 1.824 -6.903 1.253 0.639 0.318 -0.422 0.0356
N 0.545 -7.322 1.098 0.673 0.877 0.122 -0.0759
C -0.446 -6.413 1.019 0.425 0.309 1.691 0.0517
C -0.197 -5.040 1.363 -2.118 -3.366 -1.332 0.0501
C 0.226 -8.777 1.148 0.001 -0.541 0.803 0.0535
H 0.362 1.404 1.869 0.423 -0.070 -0.200 0.0617
H 1.972 1.512 2.630 -0.185 -0.209 0.211 0.1073
H 0.428 1.079 3.546 0.611 -0.110 0.310 0.1082
H 1.103 -0.179 0.210 0.441 0.526 0.305 0.0800
H 1.325 -2.468 -0.407 -0.145 -0.484 -0.034 0.1187
H 1.498 -3.509 3.780 0.446 0.162 0.361 0.1433
H 1.336 -0.938 4.337 0.317 -0.351 0.229 0.1553
H 3.140 -5.104 1.284 0.360 -0.752 0.017 0.1471
H 2.544 -7.695 1.399 0.224 0.043 -0.166 0.1609
H -1.394 -6.927 0.965 -0.476 0.612 -0.144 0.1508
H -1.057 -4.424 1.583 0.091 0.207 -0.153 0.1385
H 1.018 -9.377 1.595 0.698 0.469 -0.480 0.1214
H -0.017 -9.178 0.164 -0.244 0.185 0.187 0.1192
H -0.510 -8.934 1.936 -0.706 0.206 -0.585 0.1243
```
Positions in Å, forces in eV/Å.

Computed properties:
2S+1   2
Charge   +6
HOMO-LUMO gap (spin up / spin down)   3.331 / 5.786 eV


Entry from the OMol25 dataset: an isolated molecule of Br2ClP at a distorted geometry (the ωB97M-V functional and the def2-TZVPD basis).

Geometry as XYZ:
```
4
Properties=species:S:1:pos:R:3:forces:R:3:lowdin_charge:R:1
P -0.396 -0.578 -0.432 2.424 -0.211 1.343 -0.0634
Cl -1.164 1.136 -1.047 -0.090 0.544 -0.069 0.1170
Br 2.309 -0.034 -0.339 -2.469 -0.389 -0.122 -0.1563
Br -0.749 -0.524 1.818 0.135 0.056 -1.151 0.1027
```
Positions in Å, forces in eV/Å.

Computed properties:
HOMO-LUMO gap   8.039 eV
Energy above the lowest of the compared OMol25 structures with the same formula, charge and spin   20.0 kcal per mole